Record 1
This record from the OMol25 dataset describes the molecule CH4O2P2 at a distorted geometry. The level of theory is ωB97M-V/def2-TZVPD.

Last column: Mulliken charge in e.
Positions of all 9 atoms, in Å:
C (0.62, 0.06, -1.20)  -0.54
O (-1.94, 0.31, 2.25)  -0.50
O (-1.60, 1.20, -0.18)  -0.50
P (-1.62, 0.08, 0.83)  0.62
P (0.70, -0.70, 0.26)  -0.05
H (0.14, -0.29, -2.07)  0.37
H (0.70, 1.13, -1.17)  0.33
H (1.47, 0.14, 1.02)  0.12
H (1.53, -1.93, 0.28)  0.15

Calculated values
- SMILES = C=[PH2]P(=O)=O
- Kohn-Sham gap (spin up / spin down) (eV) = 7.1209 / 7.3158
- LUMO level (spin up / spin down) (hartree) = -0.0548 / -0.0662
- ΔE to the lowest compared entry with this formula, charge and spin (eV) = 3.667

=====

Record 2
This record from the OMol25 dataset describes a cluster of 2 separate species, CH4O2PS in total at a distorted geometry. The level of theory is ωB97M-V/def2-TZVPD.

Last column: Mulliken charge in e.
Positions of all 9 atoms, in Å:
C (0.84, -0.34, -0.37)  -0.48
O (-1.65, -0.50, -1.44)  -0.56
O (-1.33, 0.50, 0.85)  -0.42
P (-0.98, -0.82, -0.15)  -0.12
S (1.77, -0.31, 1.11)  -0.27
H (0.66, 1.19, -0.93)  0.11
H (1.39, -0.83, -1.17)  0.35
H (-1.39, 1.23, 0.22)  0.27
H (0.69, -0.13, 1.88)  0.11

Calculated values
- charge = -1
- Kohn-Sham gap (eV) = 6.5489
- LUMO level (hartree) = 0.1282
- ΔE to the lowest compared entry with this formula, charge and spin (eV) = 3.913

=====

Record 3
This record from the OMol25 dataset describes a cluster of 2 separate species, CH4O2S in total at a distorted geometry. The level of theory is ωB97M-V/def2-TZVPD.

Last column: Mulliken charge in e.
Positions of all 8 atoms, in Å:
S (-2.25, -1.14, -1.75)  0.27
H (-2.18, -0.07, -0.93)  0.35
H (-1.00, -1.57, -1.38)  0.37
O (1.11, -0.17, 1.04)  -0.51
C (1.45, 0.79, 1.66)  0.24
O (2.27, 1.76, 1.18)  -0.40
H (1.22, 1.00, 2.71)  0.35
H (2.54, 1.43, 0.28)  0.34

Calculated values
- charge = +1
- Kohn-Sham gap (spin up / spin down) (eV) = 9.0912 / 3.5170
- LUMO level (spin up / spin down) (hartree) = -0.1875 / -0.3921
- multiplicity = 2
- ΔE to the lowest compared entry with this formula, charge and spin (eV) = 0.108

=====

Record 4
This record from the OMol25 dataset describes a structure of composition CH4O2S3 at a distorted geometry. The level of theory is ωB97M-V/def2-TZVPD.

Last column: Mulliken charge in e.
Positions of all 10 atoms, in Å:
C (-0.56, 1.06, -0.48)  -0.79
O (0.73, -0.04, 1.56)  -0.59
O (0.50, -1.45, -0.56)  -0.26
S (2.54, 0.77, -0.48)  -0.31
S (-0.85, -2.04, 0.14)  -0.10
S (0.85, 0.05, 0.09)  0.83
H (-1.02, 0.30, -1.21)  0.30
H (-1.30, 1.11, 0.28)  0.36
H (-0.35, 2.11, -0.83)  0.34
H (-0.51, -1.87, 1.50)  0.23

Calculated values
- Kohn-Sham gap (eV) = 9.5950
- LUMO level (hartree) = 0.0036
- ΔE to the lowest compared entry with this formula, charge and spin (eV) = 1.083

=====

- Which of these has the highest ΔE to the lowest compared entry with this formula, charge and spin?
  CH4O2PS